(1)
{"formula": "C18H52N8O6", "method": "ωB97M-V/def2-TZVPD", "species": ["H", "H", "H", "H", "C", "H", "C", "C", "H", "H", "O", "H", "H", "N", "C", "H", "H", "C", "C", "H", "C", "H", "H", "H", "O", "H", "H", "H", "O", "C", "C", "H", "C", "H", "H", "H", "H", "H", "H", "H", "H", "C", "O", "H", "N", "O", "H", "H", "H", "H", "H", "H", "H", "H", "H", "N", "C", "O", "H", "N", "H", "H", "H", "N", "H", "N", "C", "H", "H", "H", "C", "H", "C", "H", "H", "N", "C", "H", "C", "C", "H", "H", "H", "N"], "positions_angstrom": [[1.422, 0.158, -6.331], [-0.292, 5.796, -1.009], [1.145, -0.245, -3.679], [4.452, -6.375, 1.227], [2.047, 1.389, -4.598], [-3.123, 0.803, -2.976], [-2.801, 1.840, -3.066], [1.471, -4.953, -1.053], [3.356, -6.661, 2.493], [1.362, -1.491, 3.466], [-0.321, 3.480, 4.463], [3.046, 1.814, -4.437], [-3.289, -0.485, 3.406], [1.919, 0.401, -3.578], [-3.169, -1.569, 3.472], [0.528, -5.408, -0.733], [0.760, -1.550, 0.502], [2.348, -4.439, 1.105], [-1.815, -2.028, 4.001], [0.702, -2.246, 4.898], [-0.661, -0.258, -0.231], [0.813, 2.706, -3.563], [0.029, 4.884, -4.277], [2.496, -4.225, 3.649], [1.323, 3.599, -5.322], [3.143, 0.145, -6.017], [-1.924, 6.087, -0.538], [0.011, 1.517, 2.014], [2.519, -5.072, -0.140], [-0.029, 3.105, 3.322], [3.601, -4.515, 1.957], [-4.279, -1.813, 1.821], [-1.041, 5.499, -0.267], [-1.722, -3.092, 3.730], [-0.445, 4.414, -5.994], [-4.269, -1.740, 5.312], [-0.887, 1.291, 3.445], [1.382, -3.917, -1.399], [-0.685, 5.862, 0.693], [-0.373, 2.265, -0.656], [1.691, -5.489, -1.979], [2.256, 0.783, -5.985], [-0.060, 0.073, -1.261], [2.403, 1.456, -6.832], [-1.763, 0.374, 0.248], [-0.641, -1.424, 3.494], [-1.909, 1.727, -3.699], [-1.805, -2.008, 5.096], [-2.248, -0.190, 0.929], [-2.185, 1.061, -0.364], [1.077, 4.710, 2.881], [-1.382, 3.910, -2.682], [0.605, 3.593, -0.886], [-0.469, -1.188, 1.640], [0.625, -3.079, 3.308], [3.332, -3.842, 3.216], [-1.392, 4.041, -0.478], [-2.394, 2.373, -1.842], [1.950, -3.428, 0.971], [-0.146, -1.150, 0.671], [0.496, 3.715, 1.523], [4.444, -4.070, 1.418], [0.049, 2.000, -5.081], [-3.293, -1.943, 2.017], [-3.531, 2.460, -3.592], [-0.182, 3.218, -0.372], [-2.048, 3.741, -1.828], [-5.235, -1.857, 3.942], [0.785, 5.536, -5.730], [1.824, 0.753, -2.634], [0.359, 4.635, -5.285], [-4.167, -3.261, 4.441], [0.945, 2.423, -4.615], [-2.053, 3.625, 0.289], [1.561, -5.026, 1.608], [-0.442, 1.932, 2.810], [4.107, -5.932, 2.168], [-3.073, -2.936, 1.985], [-4.261, -2.184, 4.311], [0.550, -2.120, 3.825], [-2.957, 4.348, -1.940], [4.064, -4.116, 3.864], [4.970, -6.047, 2.828], [0.795, 3.827, 2.493]], "mulliken_charge": [0.35, 0.35, 0.22, 0.34, 0.33, 0.31, -0.66, -0.66, 0.32, 0.38, -0.71, 0.18, 0.26, -0.58, 0.66, 0.30, 0.04, 0.04, -1.20, 0.46, 0.41, -0.29, 0.06, 0.25, -0.40, 0.37, 0.40, 0.16, -0.37, 0.46, 0.52, 0.24, -1.54, 0.43, 0.30, 0.42, 0.08, 0.24, 0.37, -0.29, 0.27, -1.51, -0.70, 0.33, 0.21, -0.27, 0.03, 0.41, 0.21, 0.03, 0.27, -0.16, 0.26, 0.07, 0.29, -0.58, 0.71, -0.42, -0.23, 0.06, 0.27, 0.16, 0.20, -0.62, 0.34, -0.26, -0.39, 0.44, 0.29, 0.22, -0.52, 0.32, 0.46, 0.19, 0.31, -0.06, -1.49, 0.25, -1.57, -1.08, 0.44, 0.27, 0.41, -0.43], "smiles": "COC[C@H](C)N.COC[C@H](C)N.COC[C@H](C)N.COC[C@H](C)N.NC(N)=O.NC(N)=O", "lumo_energy_ev": 0.50, "e_homo_ev": -8.7, "largest_force_ev_per_a": 2.2, "total_energy_ha": -1606.49619}

(2)
{"formula": "C18H52O11", "method": "ωB97M-V/def2-TZVPD", "species": ["C", "H", "H", "H", "C", "H", "C", "O", "H", "H", "O", "C", "H", "H", "H", "H", "C", "C", "H", "H", "H", "H", "H", "O", "H", "C", "H", "C", "H", "C", "C", "H", "H", "C", "H", "H", "H", "H", "H", "H", "H", "C", "C", "C", "H", "H", "H", "H", "H", "H", "H", "H", "O", "C", "O", "C", "O", "H", "H", "H", "H", "H", "H", "H", "O", "H", "H", "H", "O", "H", "H", "H", "O", "C", "O", "H", "C", "H", "H", "O", "H"], "positions_angstrom": [[-3.820, -2.517, -0.882], [-2.697, 2.529, 1.288], [5.000, 3.015, -4.867], [1.024, 0.934, 6.317], [-1.101, 1.801, -3.772], [1.990, -0.031, 4.348], [4.145, 2.498, -4.366], [-1.484, 0.154, -0.350], [-3.896, -3.303, 1.053], [-5.730, -2.047, -0.204], [3.722, -0.916, 4.065], [-0.691, 0.081, 0.855], [-1.795, 2.118, -4.530], [-2.334, -2.722, 0.801], [5.164, -1.652, 1.904], [-0.662, 0.878, -4.150], [4.710, -2.414, 2.509], [0.301, 1.198, 0.787], [-4.172, 3.806, -1.030], [-1.260, 0.600, 6.707], [1.242, 0.166, -0.639], [2.438, -3.759, 2.746], [-1.156, 1.297, 5.013], [-1.877, 1.486, -2.600], [-4.143, -3.558, -1.211], [4.546, 1.531, -3.279], [3.745, 1.862, -5.171], [0.369, -3.047, -2.713], [-3.675, -1.594, 1.052], [0.544, 0.223, 5.645], [-3.565, 2.710, 0.639], [1.321, -3.179, -3.179], [0.434, 3.172, -4.490], [-5.053, -1.648, -0.979], [-1.478, -0.402, 5.213], [5.102, 0.694, -3.740], [2.451, -1.894, -1.406], [-1.407, 0.274, 1.765], [-1.261, 1.106, -2.000], [-1.751, -0.706, -0.698], [1.463, -2.600, 3.595], [-0.950, 0.452, 5.669], [2.462, -2.995, 3.578], [3.411, -1.900, 3.031], [-3.263, 1.033, -0.363], [5.173, 1.945, -2.492], [-0.117, -3.973, -2.681], [-0.314, -2.265, -0.774], [0.900, 1.865, -1.984], [-3.167, -1.401, -2.397], [-4.765, -0.590, -0.737], [4.523, -3.238, 1.874], [-4.042, 1.519, 0.013], [-3.363, -2.501, 0.586], [-2.766, -1.997, -1.743], [-3.272, 3.809, -0.339], [1.116, 2.200, -2.894], [4.402, -0.345, 3.802], [-0.135, -2.208, -3.165], [0.844, 1.141, 1.745], [-0.153, -0.835, 0.863], [-3.235, 4.693, 0.225], [5.376, -2.789, 3.315], [2.945, -1.402, 2.124], [3.361, 3.547, -3.939], [-4.340, 3.133, 1.284], [2.538, 3.268, -3.400], [-0.276, 2.129, 0.646], [1.253, 1.066, -0.283], [2.746, -3.390, 4.529], [0.882, -3.665, -0.781], [-2.081, 2.979, -1.588], [-2.006, 3.725, -0.964], [0.022, 2.847, -3.492], [1.080, 0.269, 4.367], [3.681, 1.058, -2.808], [0.553, -2.711, -1.242], [0.794, -0.757, 6.158], [-0.498, 3.574, -2.892], [1.578, -1.669, -0.981], [-5.602, -1.766, -1.913]], "mulliken_charge": [0.61, 0.01, 0.30, 0.29, -0.48, 0.27, -0.23, 0.57, 0.51, 0.40, -0.60, -0.52, 0.39, 0.27, 0.48, 0.31, -1.70, -0.68, 0.22, 0.37, 0.28, 0.34, 0.23, -0.54, 0.23, -0.77, 0.22, -1.29, 0.30, -0.19, -0.26, 0.44, 0.41, -1.33, 0.24, 0.34, 0.21, 0.12, 0.15, -0.18, 0.27, -1.06, -1.19, 1.25, 0.21, 0.28, 0.43, -0.44, 0.35, 0.28, 0.27, 0.42, -0.62, -1.37, -0.56, -0.52, -0.44, 0.29, 0.22, 0.28, 0.42, 0.45, 0.33, -0.24, -0.56, 0.44, 0.39, 0.39, -0.54, 0.35, 0.33, 0.23, -0.48, -0.30, -0.40, 0.07, 0.56, 0.29, 0.24, -0.45, 0.41], "smiles": "CC(C)O.CC(C)O.OCCO.OCCO.OCCO.CCO.CCO.CCO", "lumo_energy_ev": 0.29, "e_homo_ev": -9.3, "largest_force_ev_per_a": 3.2, "total_energy_ha": -1544.54043}

(3)
{"formula": "C18H52O8", "method": "ωB97M-V/def2-TZVPD", "species": ["C", "H", "H", "C", "H", "H", "H", "H", "O", "C", "C", "H", "H", "H", "H", "H", "H", "H", "H", "O", "H", "H", "H", "H", "H", "O", "H", "C", "H", "H", "H", "H", "C", "O", "C", "H", "H", "H", "H", "H", "C", "H", "H", "H", "H", "H", "C", "C", "H", "O", "H", "H", "C", "H", "C", "C", "H", "H", "H", "H", "H", "H", "H", "C", "O", "H", "H", "H", "C", "C", "H", "O", "H", "H", "O", "C", "H", "C"], "positions_angstrom": [[15.491, -18.501, 0.937], [14.555, -14.591, -2.608], [16.101, -14.772, -7.412], [14.416, -19.126, 0.073], [18.784, -14.149, -0.970], [16.487, -17.242, -7.728], [21.547, -17.305, -7.569], [13.382, -15.100, 3.045], [18.484, -11.381, -3.681], [16.734, -12.254, -5.126], [20.419, -15.679, -5.042], [12.766, -18.107, 1.120], [13.986, -16.047, -7.401], [15.881, -12.025, -5.767], [20.294, -14.621, -4.802], [16.206, -12.690, 1.468], [13.674, -17.994, -5.968], [16.692, -15.411, 2.492], [15.192, -18.551, 1.986], [19.607, -13.725, -0.680], [15.119, -14.481, -6.009], [22.240, -15.506, -6.196], [14.189, -20.132, 0.439], [19.555, -15.320, -7.619], [16.674, -10.416, -3.997], [14.905, -19.177, -1.271], [18.172, -12.042, -3.053], [21.192, -15.790, -6.332], [17.263, -9.922, -6.406], [14.219, -15.718, 1.626], [16.591, -15.473, -5.883], [13.165, -14.273, 1.520], [17.407, -11.011, -4.557], [17.761, -18.770, -1.786], [14.819, -15.354, -1.871], [15.289, -17.811, -5.295], [18.737, -10.801, -6.204], [14.387, -16.313, -2.171], [16.436, -14.077, -0.336], [16.444, -19.031, 0.858], [16.162, -14.770, 3.194], [17.450, -12.835, -5.712], [15.696, -15.348, 3.994], [16.617, -16.726, -3.387], [13.250, -17.374, -0.451], [20.469, -13.877, -7.100], [14.441, -17.261, -5.714], [18.023, -10.175, -5.660], [18.101, -15.914, -2.901], [21.100, -17.171, -6.728], [14.046, -16.595, -4.944], [20.026, -14.362, -0.097], [13.898, -14.801, 2.129], [20.894, -16.193, -4.207], [14.883, -16.450, -6.920], [13.137, -18.299, 0.114], [15.675, -17.462, 0.662], [17.975, -19.617, -1.386], [16.530, -16.284, -0.995], [16.833, -18.628, -1.564], [14.170, -19.152, -1.890], [19.429, -16.123, -5.162], [16.878, -14.121, 3.706], [17.025, -15.787, -3.002], [16.867, -14.239, -1.188], [16.818, -15.025, -3.756], [14.775, -13.136, 3.118], [16.380, -12.887, -4.307], [20.549, -14.919, -7.408], [15.109, -13.951, 2.466], [14.286, -15.095, -0.950], [15.626, -13.421, 1.232], [12.322, -18.851, -0.378], [21.113, -14.964, -8.344], [15.537, -17.256, -7.880], [16.324, -15.467, -1.704], [18.505, -9.263, -5.321], [15.718, -15.246, -6.499]], "mulliken_charge": [-0.97, 0.20, 0.41, 0.89, 0.35, 0.34, 0.31, 0.46, -0.55, -0.71, -1.16, 0.37, 0.25, 0.42, 0.39, 0.28, 0.40, 0.27, 0.45, -0.70, 0.42, 0.24, 0.17, 0.27, 0.21, -0.55, 0.26, 0.48, 0.36, -0.22, -0.07, 0.38, 0.60, -0.65, -0.65, 0.21, 0.27, 0.12, 0.36, 0.34, -1.31, 0.19, 0.37, 0.21, 0.25, 0.30, -1.06, -1.38, 0.59, -0.55, 0.25, 0.28, -0.90, 0.40, 0.27, -1.40, -0.21, 0.30, -0.43, 0.27, 0.29, 0.15, 0.38, -0.66, -0.38, -0.56, 0.35, -0.07, -1.21, 0.40, 0.14, -0.53, 0.44, 0.37, -0.58, 1.16, 0.37, -0.77], "smiles": "CC(C)O.CC(C)O.CC(C)O.CC(C)O.CC(C)O.CC(C)O.O.O", "lumo_energy_ev": 0.46, "e_homo_ev": -9.9, "largest_force_ev_per_a": 1.0, "total_energy_ha": -1318.91618}